Version 1
Density functional theory data (wB97M-V/def2-TZVPD) for the molecule C17H20N2O5S.

Its structure (SMILES) is CCCCNC(=O)c1onc(CSc2ccc(OC)cc2)c1C(=O)O. The value obtained for the orbital gap is 8.111 eV. For the LUMO energy, the calculation gives -0.31 eV.

Last columns: bonded neighbours and bond lengths (Å).
Element x y z (Å)
1 C 0.419 4.324 -3.007  H2 1.088, C3 1.523, H44 1.088, H45 1.087
2 H 1.166 5.094 -3.186  C1 1.088
3 C 1.060 3.091 -2.384  C1 1.523, C4 1.528, H42 1.092, H43 1.092
4 C 2.131 2.495 -3.296  C3 1.528, C5 1.528, H40 1.091, H41 1.093
5 C 2.817 1.281 -2.671  C4 1.528, N6 1.445, H38 1.095, H39 1.092
6 N 1.884 0.200 -2.455  C5 1.445, C7 1.335, H37 1.010
7 C 1.564 -0.262 -1.243  N6 1.335, O8 1.229, C9 1.477
8 O 2.077 0.132 -0.199  C7 1.229
9 C 0.512 -1.299 -1.243  C7 1.477, C10 1.381, O13 1.348
10 C -0.011 -2.107 -0.253  C9 1.381, C11 1.438, C33 1.493
11 C -1.068 -2.808 -0.932  C10 1.438, N12 1.306, C14 1.472
12 N -1.122 -2.437 -2.183  C11 1.306, O13 1.349
13 O -0.158 -1.517 -2.392  C9 1.348, N12 1.349
14 C -2.067 -3.715 -0.344  C11 1.472, H15 1.087, H16 1.088, S17 1.848
15 H -2.469 -4.395 -1.092  C14 1.087
16 H -1.671 -4.239 0.523  C14 1.088
17 S -3.510 -2.700 0.207  C14 1.848, C18 1.784
18 C -2.699 -1.796 1.513  S17 1.784, C19 1.388, C23 1.384
19 C -2.611 -2.344 2.785  C18 1.388, C20 1.375, H32 1.079
20 C -1.907 -1.685 3.765  C19 1.375, C21 1.398, H31 1.078
21 C -1.270 -0.471 3.490  C20 1.398, C22 1.392, O26 1.354
22 C -1.388 0.088 2.220  C21 1.392, C23 1.385, H25 1.079
23 C -2.105 -0.576 1.240  C18 1.384, C22 1.385, H24 1.081
24 H -2.205 -0.141 0.255  C23 1.081
25 H -0.917 1.028 1.978  C22 1.079
26 O -0.579 0.080 4.516  C21 1.354, C27 1.408
27 C 0.210 1.219 4.264  O26 1.408, H28 1.095, H29 1.089, H30 1.094
28 H -0.405 2.083 3.991  C27 1.095
29 H 0.728 1.429 5.198  C27 1.089
30 H 0.945 1.025 3.477  C27 1.094
31 H -1.809 -2.099 4.755  C20 1.078
32 H -3.081 -3.293 2.991  C19 1.079
33 C 0.424 -2.355 1.153  C10 1.493, O34 1.205, O35 1.319
34 O 0.028 -3.320 1.756  C33 1.205
35 O 1.266 -1.493 1.689  C33 1.319, H36 0.999
36 H 1.598 -0.791 1.061  O35 0.999
37 H 1.380 -0.152 -3.256  N6 1.010
38 H 3.622 0.928 -3.323  C5 1.095
39 H 3.236 1.538 -1.695  C5 1.092
40 H 2.892 3.249 -3.503  C4 1.091
41 H 1.681 2.206 -4.249  C4 1.093
42 H 0.288 2.343 -2.189  C3 1.092
43 H 1.512 3.357 -1.426  C3 1.092
44 H -0.049 4.074 -3.956  C1 1.088
45 H -0.342 4.732 -2.347  C1 1.087

natural (NBO) population analysis, charges in e, atoms 1 to 5:
1 C -0.60
2 H 0.20
3 C -0.40
4 C -0.40
5 C -0.23

=====

Version 2
Density functional theory data (wB97M-V/def2-TZVPD) for the molecule C17H20N2O5S.

Its structure (SMILES) is CC[C@@H]1S[C@@H](CC)C(=O)N(CC(=O)Nc2ccc3c(c2)OCO3)C1=O. The value obtained for the orbital gap is 8.521 eV. For the LUMO energy, the calculation gives 0.61 eV.

Last columns: bonded neighbours and bond lengths (Å).
Element x y z (Å)
1 C 4.562 2.972 1.633  H2 1.087, C3 1.522, H44 1.087, H45 1.087
2 H 4.819 2.669 2.646  C1 1.087
3 C 4.848 1.844 0.653  C1 1.522, C4 1.541, H42 1.093, H43 1.092
4 C 3.987 0.593 0.915  C3 1.541, C5 1.511, S19 1.825, H41 1.094
5 C 2.573 0.885 0.472  C4 1.511, O6 1.210, N7 1.383
6 O 1.888 1.679 1.074  C5 1.210
7 N 2.132 0.345 -0.723  C5 1.383, C8 1.392, C20 1.452
8 C 2.470 -0.899 -1.249  N7 1.392, O9 1.205, C10 1.505
9 O 2.107 -1.224 -2.350  C8 1.205
10 C 3.302 -1.774 -0.351  C8 1.505, H11 1.093, C12 1.528, S19 1.818
11 H 3.663 -2.620 -0.942  C10 1.093
12 C 2.561 -2.275 0.888  C10 1.528, C13 1.523, H17 1.092, H18 1.093
13 C 1.504 -3.306 0.514  C12 1.523, H14 1.087, H15 1.086, H16 1.088
14 H 1.031 -3.691 1.414  C13 1.087
15 H 0.738 -2.848 -0.105  C13 1.086
16 H 1.949 -4.136 -0.030  C13 1.088
17 H 2.078 -1.439 1.399  C12 1.092
18 H 3.295 -2.717 1.567  C12 1.093
19 S 4.786 -0.806 0.059  C4 1.825, C10 1.818
20 C 0.965 0.977 -1.311  N7 1.452, H21 1.091, H22 1.093, C23 1.537
21 H 1.015 2.051 -1.125  C20 1.091
22 H 0.979 0.764 -2.383  C20 1.093
23 C -0.304 0.372 -0.689  C20 1.537, O24 1.208, N25 1.356
24 O -0.262 -0.639 -0.029  C23 1.208
25 N -1.416 1.085 -0.994  C23 1.356, C26 1.402, H40 1.011
26 C -2.748 0.835 -0.632  N25 1.402, C27 1.391, C31 1.400
27 C -3.717 1.709 -1.112  C26 1.391, C28 1.391, H39 1.080
28 C -5.065 1.546 -0.809  C27 1.391, C29 1.373, H38 1.076
29 C -5.402 0.480 -0.012  C28 1.373, C30 1.396, O35 1.370
30 C -4.430 -0.398 0.472  C29 1.396, C31 1.372, O33 1.367
31 C -3.097 -0.250 0.181  C26 1.400, C30 1.372, H32 1.075
32 H -2.356 -0.930 0.559  C31 1.075
33 O -5.030 -1.361 1.234  C30 1.367, C34 1.412
34 C -6.410 -1.066 1.219  O33 1.412, O35 1.412, H36 1.102, H37 1.102
35 O -6.636 0.087 0.436  C29 1.370, C34 1.412
36 H -6.760 -0.887 2.249  C34 1.102
37 H -6.964 -1.917 0.791  C34 1.102
38 H -5.812 2.224 -1.183  C28 1.076
39 H -3.421 2.539 -1.737  C27 1.080
40 H -1.291 1.911 -1.563  N25 1.011
41 H 3.980 0.382 1.988  C4 1.094
42 H 4.680 2.179 -0.373  C3 1.093
43 H 5.895 1.543 0.733  C3 1.092
44 H 3.509 3.241 1.613  C1 1.087
45 H 5.152 3.847 1.373  C1 1.087

natural (NBO) population analysis, charges in e, atoms 1 to 5:
1 C -0.61
2 H 0.20
3 C -0.38
4 C -0.44
5 C 0.71

=====

Which of them is most stable, and which least? Most stable: version 2; least stable: version 1.

=====

Version 1
Density functional theory data (wB97M-V/def2-TZVPD) for a cluster of 2 separate species, C4H8S in total.

Its structure (SMILES) is C#C.CSC. The value obtained for the orbital gap is 9.598 eV. For the LUMO energy, the calculation gives 0.96 eV.

Last columns: bonded neighbours and bond lengths (Å).
Element x y z (Å)
1 C 3.075 -2.619 -4.039  C2 1.213, H3 1.077
2 C 1.954 -2.369 -3.650  C1 1.213, H4 1.077
3 H 4.070 -2.841 -4.384  C1 1.077
4 H 0.958 -2.146 -3.304  C2 1.077
5 S -1.125 -1.300 -0.384  C6 1.800, C7 1.800
6 C -0.288 -2.714 0.353  S5 1.800, H8 1.103, H9 1.103, H10 1.103
7 C 0.155 -0.066 -0.097  S5 1.800, H11 1.103, H12 1.103, H13 1.103
8 H -0.952 -3.590 0.263  C6 1.103
9 H -0.074 -2.544 1.422  C6 1.103
10 H 0.660 -2.936 -0.164  C6 1.103
11 H 0.361 0.058 0.980  C7 1.103
12 H 1.095 -0.334 -0.607  C7 1.103
13 H -0.202 0.896 -0.500  C7 1.103

natural (NBO) population analysis, charges in e, atoms 1 to 5:
1 C -0.24
2 C -0.24
3 H 0.24
4 H 0.24
5 S 0.19

=====

Version 2
Density functional theory data (wB97M-V/def2-TZVPD) for the molecule C4H8S.

Its structure (SMILES) is CCCC=S. The value obtained for the orbital gap is 8.328 eV. For the LUMO energy, the calculation gives -0.54 eV.

Last columns: bonded neighbours and bond lengths (Å).
Element x y z (Å)
1 C 2.312 -0.752 0.081  C2 1.484, H5 1.235, H6 1.258, H7 1.311
2 C 1.583 0.375 -0.553  C1 1.484, C3 1.520, H8 1.134, H9 1.053
3 C 0.453 0.898 0.317  C2 1.520, C4 1.538, H10 1.046, H11 1.136
4 C -0.720 -0.012 0.716  C3 1.538, H12 1.297, S13 1.683
5 H 1.523 -1.462 0.712  C1 1.235
6 H 2.906 -1.314 -0.874  C1 1.258
7 H 3.388 -0.394 0.737  C1 1.311
8 H 2.140 1.270 -0.971  C2 1.134
9 H 1.040 -0.141 -1.293  C2 1.053
10 H 0.008 1.569 -0.352  C3 1.046
11 H 1.020 1.433 1.144  C3 1.136
12 H -0.776 -0.456 1.934  C4 1.297
13 S -2.063 -0.223 -0.275  C4 1.683

natural (NBO) population analysis, charges in e, atoms 1 to 5:
1 C -0.62
2 C -0.42
3 C -0.50
4 C -0.25
5 H 0.23

=====

Which of them is most stable, and which least? Most stable: version 1; least stable: version 2.

=====

Version 1
Density functional theory data (wB97M-V/def2-TZVPD) for a cluster of 2 separate species, C2H8N2O2 in total.

The value obtained for the orbital gap (spin up / spin down) is 12.076 / 6.621 eV. As for the net charge: +1. The multiplicity is 2. For the LUMO energy (spin up / spin down), the calculation gives -3.75 / -8.69 eV.

Last columns: bonded neighbours and bond lengths (Å).
Element x y z (Å)
1 O -0.781 -0.707 -2.237  C2 1.199
2 C -1.247 -0.240 -1.236  O1 1.199, N3 1.470, H6 1.114
3 N -0.266 0.084 -0.190  C2 1.470, C4 1.437, H7 1.017
4 C 0.963 -0.649 -0.325  N3 1.437, N5 1.555, H8 1.161, H9 1.156
5 N 1.552 -0.897 1.094  C4 1.555, H10 0.995, H11 1.143
6 H -2.277 0.114 -1.004  C2 1.114
7 H -0.437 0.669 0.624  N3 1.017
8 H 0.886 -1.690 -0.833  C4 1.161
9 H 1.675 -0.016 -0.979  C4 1.156
10 H 1.839 -0.024 1.476  N5 0.995
11 H 0.559 -1.143 1.604  N5 1.143
12 H -0.864 1.577 2.770  O14 1.046
13 H -0.241 2.684 1.765  O14 0.889
14 O -0.274 1.814 1.939  H12 1.046, H13 0.889

natural (NBO) population analysis, charges in e, atoms 1 to 5:
1 O -0.39
2 C 0.50
3 N -0.34
4 C -0.15
5 N -0.64

=====

Version 2
Density functional theory data (wB97M-V/def2-TZVPD) for a cluster of 2 separate species, C2H8N2O2 in total.

The value obtained for the orbital gap (spin up / spin down) is 10.094 / 4.933 eV. As for the net charge: +1. The multiplicity is 2. For the LUMO energy (spin up / spin down), the calculation gives -4.74 / -9.67 eV.

Last columns: bonded neighbours and bond lengths (Å).
Element x y z (Å)
1 N -1.085 -0.218 -0.081  C2 1.465, H4 1.019, H5 1.005
2 C -0.843 -1.618 -0.440  N1 1.465, O3 1.377, H6 1.100, H7 1.100
3 O -1.271 -2.472 0.552  C2 1.377, H8 0.969
4 H -0.825 0.377 -0.866  N1 1.019
5 H -2.050 0.009 0.080  N1 1.005
6 H 0.187 -1.841 -0.756  C2 1.100
7 H -1.395 -1.827 -1.367  C2 1.100
8 H -0.711 -2.416 1.341  O3 0.969
9 C 1.178 2.341 0.351  N10 1.422, O11 1.184, H12 1.101
10 N 1.465 0.955 0.207  C9 1.422, H13 1.022, H14 1.040
11 O 1.324 3.093 -0.551  C9 1.184
12 H 0.951 2.614 1.393  C9 1.101
13 H 2.368 0.742 -0.222  N10 1.022
14 H 0.705 0.261 0.359  N10 1.040

natural (NBO) population analysis, charges in e, atoms 1 to 5:
1 N -0.86
2 C 0.08
3 O -0.68
4 H 0.36
5 H 0.41

=====

Which of them is most stable, and which least? Most stable: version 1; least stable: version 2.